# 1
# C16H30FNO11S

6 unconnected molecules or ions with the total composition C16H30FNO11S at a distorted geometry (ωB97M-V with the def2-TZVPD basis set, OMol25).

## Properties
**Orbital gap**: 9.12 eV
**M**: 463.48 g/mol
**Total energy**: -2007.87713 a.u.
**Energy relative to the best compared isomer or geometry (same formula, charge and spin)**: 12.7 kcal/mol

Each line ends with the Mulliken charge.
Cartesian coordinates (Å):
S: 0.06777 2.74812 -2.20060  1.28
F: 0.57291 0.04911 0.26043  -0.74
O: 0.13398 3.62215 2.63586  -0.34
O: 1.65085 5.16603 3.23399  -0.66
O: -3.54482 -3.51054 1.99483  -0.65
O: 2.27195 -3.44878 -0.45493  -0.38
O: 4.42264 -2.89909 -0.19796  -0.55
O: 3.19533 -3.93677 1.43402  -0.42
O: -3.20495 -1.29949 1.59014  -0.42
O: 1.44266 2.38077 -2.61330  -0.73
O: 2.22564 2.98637 3.02686  -0.41
O: -2.83614 -2.51081 -0.07868  -0.47
O: -0.01598 3.59077 -1.04995  -0.67
N: 3.09679 -0.24355 -1.48941  -0.33
C: 1.15187 -3.11125 2.48643  -1.11
C: 3.39620 -3.24664 0.28556  0.74
C: -0.02002 2.20722 2.56561  -0.25
C: 1.31157 3.98647 2.93114  0.58
C: -3.20313 -2.55770 1.19953  0.63
C: -1.03338 1.38093 -2.31818  0.13
C: 1.45157 0.77928 4.03583  -1.98
C: -1.94666 3.02934 -3.94608  -0.61
C: 1.46004 1.71102 2.85440  0.92
C: 1.29065 -4.13621 0.19781  0.00
C: -2.44408 -1.26796 -0.57134  0.92
C: 1.77291 -4.17492 1.63316  0.08
C: -2.50661 -0.42557 0.68779  -0.03
C: -0.56728 3.61429 -3.55600  -0.78
C: -1.56288 1.50515 -3.69305  -0.33
C: -3.49742 -0.99245 -1.63086  -1.99
H: 1.54192 -3.03780 3.51403  0.32
H: 3.09032 0.25603 -2.43991  0.37
H: 2.14659 -0.67279 -1.24127  0.09
H: -3.28038 -0.07613 -2.20933  0.15
H: -2.60612 0.89904 -3.71648  0.22
H: 0.21731 -3.39006 2.45232  0.55
H: -0.44742 0.45554 -2.15859  -0.12
H: -0.58660 4.73734 -3.33548  0.37
H: 1.26788 -2.24463 1.86209  0.07
H: -1.61356 1.59216 -1.39487  0.07
H: 0.92858 -0.01661 3.89690  0.61
H: 1.54417 -5.09432 1.99793  0.55
H: -2.88563 3.31836 -3.36198  0.27
H: -1.43812 -0.37540 1.16344  -0.29
H: 3.75436 -0.90552 -1.72336  0.35
H: -0.82445 1.10659 -4.38472  0.41
H: 1.69510 1.22759 1.98312  -0.02
H: -3.25059 -1.55176 -2.32648  0.69
H: -1.47968 -1.33925 -0.96552  0.23
H: -4.43426 -1.00094 -1.21871  0.49
H: -2.07960 3.24932 -5.00868  0.34
H: 1.06224 1.30885 4.75253  0.62
H: -0.37942 1.91063 1.69866  0.14
H: 1.05550 -5.11744 -0.20275  0.28
H: -2.93545 0.49523 0.64212  0.50
H: 2.47041 0.46421 4.22040  0.37
H: -0.57051 2.00456 3.49185  0.36
H: 3.14080 0.50501 -0.69085  0.38
H: 0.30265 -3.57674 0.13286  -0.12
H: 0.06197 3.87363 -4.68232  0.27

***

# 2
# C16H30O10S4Tl

A molecular structure, C16H30O10S4Tl at a distorted geometry (ωB97M-V with the def2-TZVPD basis set, OMol25).

## Properties
**Orbital gap**: 1.29 eV
**M**: 715.06 g/mol
**Total energy**: -3144.72961 a.u.
**Total charge**: -1
**Energy relative to the best compared isomer or geometry (same formula, charge and spin)**: 151.1 kcal/mol

Each line ends with the Mulliken charge.
Cartesian coordinates (Å):
Tl: 1.79364 -0.09694 -0.96489  0.98
S: 2.55794 7.25860 -0.00390  0.47
S: -4.54480 2.91883 0.09524  0.46
S: -3.00919 -5.04083 1.92613  0.47
S: -0.27037 1.27549 6.15198  0.46
O: 4.74298 1.32784 -5.13510  -0.59
O: 4.25963 -5.28279 0.53409  -0.67
O: 6.31219 -9.45001 -0.04208  -0.68
O: 4.00168 -10.33099 -1.68861  -0.70
O: 1.69241 2.47435 -5.47831  -0.63
O: 0.32038 1.05100 4.70812  -0.59
O: 2.02207 5.83342 0.19528  -0.59
O: -3.46416 1.84593 -0.11181  -0.60
O: -2.04854 -3.93330 1.50778  -0.58
O: 2.74528 -5.81753 -1.73712  -0.66
C: 4.14073 -9.13958 -1.20578  0.43
C: 4.25124 2.20146 -6.12938  -0.24
C: 5.34159 -7.46404 0.31384  -0.49
C: -1.86339 0.29844 6.23446  -0.87
C: 4.33377 -6.43030 0.02381  0.45
C: 1.77357 7.79589 -1.60245  -0.90
C: 5.32163 -8.69207 -0.30534  0.41
C: -5.81203 2.43805 -1.11072  -0.95
C: -3.91674 4.31793 -0.90338  -0.86
C: 3.36254 -6.79954 -1.21922  0.41
C: 1.49423 8.30063 1.12841  -0.91
C: 2.71686 2.38836 -6.42667  -0.22
C: -1.09223 2.92074 6.17473  -0.87
C: 3.25007 -8.22972 -1.62093  -0.49
C: -4.63761 -4.25038 1.54071  -0.90
C: -3.06521 -6.31325 0.51981  -0.93
H: -1.58911 3.17111 5.23743  0.28
H: 4.66863 1.95453 -7.10555  0.22
H: -0.27616 3.62080 6.35367  0.31
H: -2.29807 -7.08695 0.55130  0.35
H: 4.72570 3.16346 -5.93556  0.22
H: -3.91245 4.06332 -1.96322  0.29
H: -6.55882 3.19887 -1.33776  0.35
H: -6.46317 1.63135 -0.77405  0.33
H: -5.34682 1.99965 -1.99361  0.32
H: -4.64857 5.10266 -0.71172  0.33
H: -5.09893 -3.62240 2.30290  0.33
H: 0.46362 8.15515 0.80472  0.28
H: -1.63467 -0.76708 6.21284  0.33
H: 6.11708 -7.12665 0.98555  0.40
H: -1.70806 3.06047 7.06318  0.35
H: -2.89975 4.59940 -0.63024  0.32
H: -3.02003 -5.88895 -0.48320  0.32
H: 1.77436 7.07786 -2.42252  0.36
H: 0.70719 7.96367 -1.45147  0.27
H: 2.16067 8.77589 -1.88148  0.34
H: -3.99947 -6.86907 0.59917  0.32
H: -2.38069 0.56767 7.15534  0.33
H: -4.49470 -3.56855 0.70239  0.30
H: 2.78900 3.29492 -7.02751  0.20
H: 1.51180 8.05218 2.18957  0.33
H: -2.35265 0.52419 5.28697  0.27
H: -5.41576 -4.99846 1.38920  0.31
H: 2.37829 1.65445 -7.15802  0.23
H: 2.42061 -8.44101 -2.27952  0.42
H: 1.67097 9.36170 0.95239  0.35

***

# 3
# C16H31CdNOP2

A molecular structure, C16H31CdNOP2 at a distorted geometry (ωB97M-V with the def2-TZVPD basis set, OMol25).

## Properties
**Orbital gap (spin up / spin down)**: 4.66 / 5.95 eV
**M**: 427.79 g/mol
**Total energy**: -1608.36146 a.u.
**Energy relative to the best compared isomer or geometry (same formula, charge and spin)**: 137.6 kcal/mol

Each line ends with the Mulliken charge.
Cartesian coordinates (Å):
Cd: -2.19005 -2.56531 -0.82088  0.22
P: 2.57891 -4.67687 -2.13529  1.25
P: 1.62207 -4.78913 1.58291  1.14
O: -2.34937 0.70260 1.56786  -0.62
N: -2.09463 -1.68905 1.29593  -0.78
C: 1.40665 -2.60231 -0.58320  -0.37
C: 4.03260 -3.25610 0.56447  -0.68
C: 4.55713 -1.88084 0.41739  -1.00
C: -0.11238 -4.47675 1.92503  -1.31
C: 2.39041 -5.54035 3.05596  -1.59
C: 2.47472 -2.87487 -1.74615  0.44
C: -2.18143 -0.48005 1.44461  0.72
C: 4.03472 -1.04796 -0.81951  -0.94
C: 3.51748 -1.88783 -1.87969  -1.14
C: 1.81440 -6.03274 0.27514  -1.11
C: 4.11077 -4.63893 -3.10285  -1.63
C: 1.86756 -2.23916 0.82370  -1.49
C: -1.61667 -0.81501 -1.88403  -1.12
C: 2.91085 -5.86268 -0.78405  -1.20
C: 1.35229 -5.35667 -3.25271  -1.34
C: 2.84449 -3.37402 1.39684  -0.04
H: 3.90075 -5.62881 -0.36235  0.47
H: -0.42922 -5.27474 2.62074  0.49
H: -0.27753 -3.49935 2.40568  0.41
H: 4.26734 -1.32793 1.33313  0.26
H: 2.06499 -6.93143 0.84948  0.65
H: 1.92895 -6.51546 3.22425  0.51
H: 3.47780 -5.64626 2.92837  0.41
H: 0.95436 -2.07455 1.41794  0.26
H: 3.11309 -3.14659 2.45149  0.64
H: 0.54215 -5.86973 -2.71971  0.40
H: 5.65974 -1.92448 0.35496  0.39
H: 4.90570 -0.47515 -1.19358  0.44
H: 4.70694 -4.09570 0.40994  0.51
H: 2.34019 -1.25453 0.81171  0.56
H: 2.20344 -4.92210 3.93872  0.42
H: 4.18186 -5.52481 -3.74996  0.49
H: -0.55556 -0.86413 -2.16383  0.22
H: 4.96654 -4.58530 -2.41510  0.40
H: 0.75048 -1.77131 -0.89649  -0.28
H: 1.81464 -6.07154 -3.95433  0.41
H: 0.81580 -6.15839 -0.17560  0.45
H: 1.81949 -2.68293 -2.63276  0.67
H: -0.70978 -4.51654 0.99620  0.24
H: 0.71869 -3.47280 -0.57358  0.46
H: 0.88534 -4.57282 -3.86348  0.41
H: 3.02699 -6.81969 -1.31712  0.57
H: 3.27598 -0.32255 -0.46997  0.35
H: -2.22852 -0.76342 -2.78911  0.38
H: 3.82566 -1.63208 -2.89696  0.36
H: -1.77834 0.09023 -1.26407  0.24
H: 4.12949 -3.74806 -3.74738  0.39